Entry 1:
This record from the Open Molecules 2025 dataset describes C16H22BrN5OS in the gas phase. The level of theory is ωB97M-V/def2-TZVPD.

ORCA input file:
```
! RIJCOSX wB97M-V def2-TZVPD def2/J DEFGRID3
* xyz 0 1
C -0.921 -1.369 2.655
C 0.494 -1.382 1.883
N 1.589 -0.700 2.273
N 2.464 -1.060 1.386
C 1.934 -1.943 0.303
S 2.748 -2.181 -0.909
C 4.002 -0.983 -0.796
C 3.447 0.177 -0.943
O 2.768 0.911 -1.884
N 3.699 1.034 0.257
C 3.273 2.510 0.438
C 3.580 3.352 -0.761
C 1.789 2.530 0.731
C 3.831 2.940 1.884
N 0.534 -2.108 0.754
N -0.359 -2.936 0.116
C -0.666 -2.209 -1.449
C -1.218 -0.921 -1.258
C -0.580 0.260 -1.738
C -1.143 1.606 -1.422
C -2.414 1.450 -1.040
C -3.215 0.576 -0.663
Br -4.761 0.715 0.124
C -2.598 -0.569 -0.703
H -0.937 -0.906 3.495
H -1.846 -0.881 1.855
H -1.108 -2.445 2.841
H 4.726 -1.048 -0.370
H 4.672 -1.159 -1.924
H 4.173 0.510 1.002
H 3.272 4.409 -0.372
H 3.137 2.922 -1.589
H 4.656 3.360 -0.766
H 1.384 3.309 0.802
H 1.266 2.027 0.040
H 1.493 1.657 1.496
H 3.701 3.728 2.243
H 3.551 2.188 2.824
H 4.930 2.783 1.694
H -1.129 -2.949 0.381
H -1.333 -2.957 -1.917
H 0.187 -2.080 -1.785
H 0.361 0.177 -1.885
H -0.596 2.246 -1.704
H -2.937 2.544 -0.718
H -3.123 -1.608 -0.328
*
```

Largest force on an atom (eV/A): 18.719
E_LUMO (eV): 0.21
Calculated total energy (eV): -107303.2454


Entry 2:
This record from the Open Molecules 2025 dataset describes 7 unconnected molecules or ions with the total composition C16H22Cl2F4N2O16. The level of theory is ωB97M-V/def2-TZVPD.

ORCA input file:
```
! RIJCOSX wB97M-V def2-TZVPD def2/J DEFGRID3
* xyz 0 1
O -1.108 -0.158 2.110
C -1.529 0.799 2.658
O -1.363 2.089 2.339
C -2.047 2.919 3.280
C -2.984 1.929 4.001
F -4.213 1.941 3.423
O -2.355 0.713 3.728
H -1.329 3.502 3.855
H -2.567 3.668 2.680
H -3.043 2.141 5.065
O 0.379 2.813 6.643
C 1.000 2.277 5.789
O 1.017 2.649 4.493
C 2.043 1.992 3.767
C 2.351 0.824 4.726
F 3.712 0.621 4.808
O 1.843 1.240 5.967
H 1.670 1.529 2.857
H 2.899 2.660 3.696
H 1.927 -0.145 4.453
O 2.022 -2.353 5.293
C 1.819 -2.499 4.139
O 1.273 -1.528 3.343
C 1.496 -1.937 2.006
C 1.388 -3.452 2.126
F 2.231 -4.050 1.231
O 1.914 -3.639 3.441
H 0.894 -1.439 1.252
H 2.535 -1.775 1.705
H 0.377 -3.838 1.989
O -4.025 -3.143 -6.721
C -3.234 -2.980 -5.866
O -2.329 -3.852 -5.422
C -1.589 -3.301 -4.337
C -1.797 -1.781 -4.601
F -0.785 -1.354 -5.404
O -3.062 -1.788 -5.193
H -2.101 -3.635 -3.435
H -0.547 -3.581 -4.453
H -1.814 -1.212 -3.676
C 2.349 -2.075 -2.564
N 3.135 -1.277 -1.626
O 3.615 -0.226 -1.979
O 3.180 -1.670 -0.476
H 1.274 -2.039 -2.401
H 2.686 -3.092 -2.740
H 2.387 -1.628 -3.561
C -2.072 1.935 -4.631
N -1.682 2.892 -5.699
O -1.676 4.066 -5.408
O -1.199 2.476 -6.720
H -2.707 1.144 -5.009
H -2.466 2.537 -3.818
H -1.091 1.627 -4.264
Cl -0.673 -0.170 -1.561
C -0.324 1.498 -1.049
C 1.129 1.627 -0.677
Cl 1.555 3.315 -0.297
H -0.909 1.650 -0.143
H -0.626 2.206 -1.816
H 1.796 1.351 -1.492
H 1.352 0.990 0.178
*
```

Largest force on an atom (eV/A): 2.850
E_LUMO (eV): -0.66
Calculated total energy (eV): -88598.3027


Entry 3:
This record from the Open Molecules 2025 dataset describes a molecular structure, C16H22INOZn. The level of theory is ωB97M-V/def2-TZVPD.

ORCA input file:
```
! RIJCOSX wB97M-V def2-TZVPD def2/J DEFGRID3
* xyz 2 1
Zn 0.271 0.328 -0.030
C 1.187 2.767 1.842
C 0.213 1.636 1.871
C -1.176 1.885 1.871
C -2.078 0.913 2.268
C -1.645 -0.358 2.644
C -0.302 -0.677 2.574
C 0.641 0.289 2.155
H 1.135 3.290 2.800
H 0.936 3.502 1.079
H 2.214 2.431 1.722
H -1.523 2.892 1.680
H -3.127 1.164 2.334
H -2.354 -1.075 3.033
H 0.042 -1.651 2.894
H 1.687 0.112 2.391
C 3.253 0.946 -0.647
C 2.605 0.619 -1.969
O 1.178 0.794 -1.831
C 0.501 0.834 -3.106
C 0.508 -0.495 -3.843
H 4.333 0.872 -0.731
H 2.930 0.230 0.120
H 3.011 1.967 -0.360
H 2.823 -0.409 -2.271
H 2.944 1.314 -2.746
H 0.981 1.613 -3.706
H -0.523 1.150 -2.894
H 1.501 -0.753 -4.204
H -0.147 -0.413 -4.704
H 0.146 -1.304 -3.207
I -4.989 1.288 -2.458
C -3.540 -0.092 -1.812
C -3.685 -1.466 -2.001
C -2.695 -2.305 -1.514
C -1.597 -1.762 -0.869
N -1.453 -0.440 -0.707
C -2.402 0.378 -1.167
H -4.555 -1.869 -2.496
H -2.783 -3.376 -1.626
H -0.820 -2.395 -0.466
H -2.271 1.440 -1.002
*
```

Largest force on an atom (eV/A): 0.922
E_LUMO (eV): -7.11
Calculated total energy (eV): -76990.2483